No. 1
100
Properties=species:S:1:pos:R:3:forces:R:3 method="wB97M-V/def2-TZVPD" orbital_gap_ev=10.4932 relative_energy_kj_mol=64.0 total_charge=0
O -12.901 9.204 -16.386 2.67 1.18 0.26
S -11.505 9.624 -16.236 0.44 -0.04 1.37
O -11.016 10.941 -16.703 -1.14 -3.78 1.01
O -10.998 9.456 -14.605 -0.03 0.28 -1.33
C -10.965 8.009 -14.343 -2.41 0.94 -0.66
C -10.311 7.459 -15.581 -0.27 -0.66 -0.15
O -10.579 8.314 -16.704 -0.58 2.40 0.06
H -10.591 7.609 -13.400 0.84 1.05 -0.08
H -12.034 7.819 -14.254 -0.11 -0.77 -0.39
H -10.782 6.534 -15.914 0.58 -0.40 0.53
H -9.244 7.417 -15.365 0.09 -0.18 -0.63
O -7.093 5.947 -5.875 2.01 0.32 -1.92
S -5.842 5.984 -6.641 -0.08 -0.54 0.54
O -5.058 4.742 -6.681 -1.51 3.00 -0.43
O -6.001 6.699 -8.126 -0.38 -3.03 0.27
C -5.814 8.075 -8.136 -0.56 1.86 0.92
C -5.335 8.418 -6.717 0.14 1.13 -0.55
O -4.946 7.218 -6.147 0.61 -2.49 1.33
H -5.097 8.463 -8.859 0.04 -0.79 -0.32
H -6.771 8.570 -8.299 0.00 -0.08 -0.27
H -6.122 8.859 -6.107 0.17 0.30 -0.06
H -4.408 8.988 -6.786 -0.37 0.43 0.32
O -4.133 17.357 -9.571 0.18 -3.39 -2.89
S -3.960 16.256 -10.562 0.01 0.08 1.02
O -2.834 16.365 -11.528 -3.10 -0.72 2.30
O -4.036 14.736 -9.762 1.79 2.92 -0.58
C -4.863 13.779 -10.420 0.02 0.43 -0.08
C -5.399 14.541 -11.669 -0.29 -1.87 0.08
O -5.426 15.874 -11.318 1.74 3.06 1.24
H -4.275 12.885 -10.629 -0.06 0.15 -0.31
H -5.579 13.541 -9.634 -0.55 -0.14 -0.61
H -6.427 14.264 -11.901 0.17 -0.16 -0.10
H -4.772 14.455 -12.556 0.10 -0.65 0.11
O -2.477 9.100 -9.155 2.69 -1.31 2.33
S -1.377 8.770 -8.239 1.71 0.96 2.04
O -0.002 9.313 -8.370 -3.38 -1.14 -0.52
O -1.821 9.090 -6.692 -1.78 0.63 -0.73
C -1.067 8.345 -5.694 0.73 1.35 -1.62
C -0.488 7.123 -6.553 -1.68 1.79 1.33
O -1.222 7.196 -7.817 0.71 0.35 -0.92
H -0.369 9.145 -5.448 1.11 -0.78 0.11
H -1.556 8.206 -4.730 -1.01 -0.61 -0.69
H -0.833 6.193 -6.100 0.72 -0.05 -0.28
H 0.561 7.416 -6.553 0.12 -1.16 -0.95
O -7.837 6.989 -12.259 -2.28 0.51 2.23
S -8.648 7.088 -11.043 0.92 0.11 1.79
O -8.630 8.313 -10.192 -0.16 -3.27 -2.59
O -10.167 6.546 -11.248 0.10 1.63 -1.71
C -10.674 5.898 -10.089 0.42 -0.07 -0.05
C -9.465 5.103 -9.623 0.15 -0.43 1.21
O -8.302 5.768 -10.150 0.19 0.90 0.00
H -10.951 6.629 -9.330 0.01 0.14 -0.11
H -11.561 5.327 -10.365 0.28 -0.06 -0.16
H -9.356 4.042 -9.846 -0.35 0.17 -0.74
H -9.513 5.120 -8.534 0.68 0.31 0.15
C -9.114 13.175 -18.253 -0.96 0.24 0.37
C -8.719 13.135 -16.796 0.06 -2.73 0.26
O -7.995 14.263 -16.521 0.57 2.73 0.71
C -7.418 14.452 -15.342 2.97 -2.20 1.04
O -7.065 13.520 -14.575 -1.57 3.12 -1.45
O -7.001 15.740 -15.318 -1.60 -0.59 -1.37
C -6.331 16.324 -14.258 1.29 -0.76 2.01
H -8.424 13.777 -18.844 -0.02 -0.08 0.12
H -10.100 13.639 -18.220 -0.03 0.13 -0.80
H -9.218 12.181 -18.689 0.04 0.06 0.13
H -8.123 12.248 -16.585 0.37 -0.07 0.00
H -9.544 13.032 -16.090 -0.36 0.23 -0.27
H -5.498 15.692 -13.951 0.08 -0.07 -0.16
H -6.943 16.407 -13.359 -0.30 0.22 -0.18
H -5.874 17.286 -14.490 -0.60 -0.05 -0.58
C -3.345 7.792 -11.973 -1.57 -0.05 -1.00
C -4.754 8.302 -12.501 1.60 0.30 0.16
O -5.082 9.397 -11.635 -1.16 1.47 1.57
C -6.145 10.222 -11.786 -1.79 -0.51 -1.85
O -6.551 11.048 -11.001 1.14 -0.56 -0.02
O -6.795 9.984 -12.978 3.09 -1.09 0.28
C -8.033 10.567 -13.353 0.72 -0.48 1.13
H -2.593 8.526 -12.263 0.05 -0.06 0.47
H -3.103 6.845 -12.455 -0.03 0.03 -0.33
H -3.364 7.546 -10.912 -0.02 0.52 -0.01
H -5.523 7.529 -12.474 0.04 0.21 -0.07
H -4.654 8.796 -13.468 -0.04 -0.83 -0.39
H -7.930 11.639 -13.188 -0.87 -0.08 0.05
H -8.667 9.952 -12.714 -1.24 1.03 -0.14
H -8.196 10.314 -14.401 0.13 0.15 0.10
C -2.378 7.172 -16.837 -0.50 0.41 0.92
C -2.446 8.474 -17.637 0.58 -0.61 0.26
O -3.762 8.781 -18.177 -0.45 0.08 0.50
C -4.846 9.092 -17.410 0.18 0.62 3.05
O -4.917 9.310 -16.180 0.80 -0.88 -3.46
O -5.907 9.174 -18.218 3.14 -0.30 -1.62
C -7.160 9.363 -17.757 -3.25 0.28 0.44
H -2.794 6.288 -17.321 -0.04 0.26 -0.34
H -2.900 7.306 -15.889 -0.25 -0.06 0.01
H -1.360 6.928 -16.532 0.20 0.21 -0.35
H -1.728 8.359 -18.449 -0.82 0.02 -0.80
H -1.972 9.306 -17.117 -0.79 0.18 0.57
H -7.831 9.626 -18.575 0.48 0.09 -0.62
H -7.328 10.201 -17.081 0.55 -0.38 0.63
H -7.603 8.413 -17.457 0.13 0.05 0.87

***

No. 2
48
Properties=species:S:1:pos:R:3:forces:R:3 method="wB97M-V/def2-TZVPD" orbital_gap_ev="4.4787 / 4.4120" relative_energy_kj_mol=33.0 total_charge=+3
Ru 0.008 -0.110 -0.032 -0.37 0.42 0.42
Br -6.208 -2.078 3.388 -0.17 -0.09 0.07
C -4.709 -1.289 2.748 0.31 0.02 -0.15
C -4.523 0.112 2.907 0.06 0.18 -0.02
C -3.416 0.703 2.394 -0.32 0.10 0.14
C -2.421 -0.062 1.695 0.96 0.67 -0.46
O -1.438 0.572 1.186 -0.29 -0.74 0.30
C -2.585 -1.502 1.595 -0.01 -0.52 -0.13
C -1.574 -2.391 1.047 -0.03 -0.21 0.18
N -0.479 -2.009 0.495 0.02 -0.12 -0.50
C 0.548 -2.935 0.103 -0.47 0.30 0.18
C 0.716 -4.204 0.585 0.05 -0.28 0.06
C 1.734 -5.028 0.058 -0.14 0.03 0.11
C 2.537 -4.581 -0.953 0.01 0.03 -0.06
C 2.392 -3.264 -1.456 0.10 0.02 0.01
C 3.151 -2.739 -2.528 0.03 0.07 -0.06
C 2.934 -1.454 -2.956 0.12 -0.17 -0.04
C 2.009 -0.659 -2.279 -0.08 -0.05 0.30
N 1.297 -1.107 -1.253 0.13 0.05 -0.25
C 1.434 -2.427 -0.870 -0.01 0.39 -0.35
C -3.724 -2.076 2.103 0.05 0.05 -0.01
H -5.273 0.693 3.426 -0.01 -0.02 0.00
H -3.255 1.769 2.484 0.02 0.01 0.00
H -1.762 -3.458 1.149 -0.05 0.02 0.10
H 0.092 -4.588 1.383 -0.01 -0.02 -0.03
H 1.860 -6.027 0.451 0.00 0.01 0.02
H 3.299 -5.225 -1.375 -0.02 0.00 -0.02
H 3.889 -3.365 -3.014 -0.01 0.01 0.01
H 3.480 -1.039 -3.791 0.01 -0.01 0.01
H 1.849 0.372 -2.567 0.00 0.01 0.02
H -3.878 -3.145 2.018 -0.01 0.03 0.06
C 0.004 5.918 -1.456 -0.05 -0.01 0.00
C 0.270 4.518 -1.038 0.10 0.06 0.03
C 1.221 4.139 -0.113 -0.05 0.09 -0.10
C 1.360 2.799 0.245 -0.18 -0.07 -0.14
N 0.562 1.885 -0.348 0.45 0.06 0.65
C -0.354 2.244 -1.231 -0.15 0.30 -0.38
S -1.228 0.886 -1.776 0.03 -0.59 0.07
N -0.502 3.535 -1.581 -0.01 -0.02 -0.01
C 2.363 2.351 1.246 -0.01 0.02 -0.03
H 0.853 6.557 -1.230 0.01 -0.01 -0.01
H -0.862 6.300 -0.906 0.01 -0.01 0.01
H -0.229 5.985 -2.520 0.05 -0.02 0.00
H 1.858 4.888 0.336 -0.02 0.01 -0.01
H -1.207 3.778 -2.272 -0.01 0.02 0.02
H 2.305 2.966 2.145 -0.01 0.01 -0.01
H 3.370 2.481 0.840 -0.01 0.01 -0.02
H 2.230 1.308 1.517 -0.02 -0.06 0.01

***

No. 3
68
Properties=species:S:1:pos:R:3:forces:R:3 method="wB97M-V/def2-TZVPD" orbital_gap_ev="4.4071 / 4.4100" relative_energy_kj_mol=309.4 total_charge=-1
Ti -0.339 -0.280 -0.231 -1.11 -0.80 -1.81
N -3.300 -0.036 -1.860 0.43 0.75 -0.29
N -2.040 -0.583 -2.214 0.52 -0.76 1.02
N -1.954 -1.238 -3.481 0.44 0.34 0.09
C -0.791 -0.799 -3.931 -0.16 0.32 0.34
N -0.114 0.109 -3.216 -0.79 -0.12 0.06
N -0.954 0.309 -2.078 0.54 -0.22 0.06
H -3.959 -0.786 -2.001 -0.13 -0.19 -0.06
H -3.521 0.717 -2.520 -0.11 -0.14 -0.16
H -0.400 -1.151 -4.882 -0.06 0.06 0.15
N 0.748 -1.745 -1.101 -0.04 -0.19 0.00
C 1.591 -2.436 -1.462 1.50 -1.25 -0.70
C 2.660 -3.241 -1.878 0.15 -0.01 -0.09
C 2.435 -4.587 -2.334 0.10 0.62 0.27
N 2.263 -5.674 -2.689 0.06 0.30 0.09
C 3.984 -2.670 -1.879 -0.68 -0.29 -0.04
N 5.042 -2.201 -1.886 -0.29 -0.12 0.02
I -3.352 1.649 7.183 -0.05 -0.01 0.14
C -2.734 1.838 5.202 -0.03 0.05 0.09
C -1.953 0.851 4.637 0.28 -0.18 -0.50
C -1.549 0.991 3.306 0.12 -0.53 0.71
C -1.915 2.101 2.579 0.19 -0.33 -0.70
C -2.680 3.078 3.159 -0.61 0.67 0.55
C -3.108 2.956 4.479 0.01 0.20 -0.37
C -1.453 2.273 1.148 -0.02 -2.67 1.74
O -1.403 3.357 0.674 -0.11 3.03 -1.46
O -1.066 1.192 0.565 -0.65 1.56 0.95
H -1.664 -0.022 5.208 0.01 0.05 -0.05
H -0.933 0.234 2.840 -0.05 -0.04 0.04
H -2.952 3.944 2.567 0.00 -0.01 0.07
H -3.723 3.722 4.930 0.00 0.02 0.00
C 2.808 3.960 -2.171 -0.12 0.00 0.15
N 1.656 3.327 -1.477 0.26 0.02 0.27
C 1.416 3.947 -0.129 0.61 0.14 -0.42
C 1.751 1.796 -1.453 0.26 -0.15 0.69
C 2.409 1.170 -0.242 0.06 0.18 -0.09
C 3.754 1.404 0.069 -0.05 0.00 -0.02
C 4.335 0.795 1.170 -0.07 0.02 -0.01
C 3.569 -0.076 1.941 -0.06 0.01 -0.01
C 2.249 -0.338 1.590 0.05 0.04 0.00
C 1.618 0.275 0.494 0.50 0.14 0.34
H 2.598 5.015 -2.319 -0.04 0.07 -0.01
H 2.966 3.471 -3.124 0.00 -0.08 -0.11
H 3.690 3.854 -1.548 0.01 -0.05 0.04
H 0.815 3.502 -2.021 -0.04 0.04 -0.15
H 2.157 3.569 0.565 0.13 -0.02 -0.01
H 0.431 3.687 0.192 -0.54 -0.20 0.16
H 1.493 5.031 -0.229 0.03 -0.09 -0.06
H 2.208 1.487 -2.384 0.01 0.08 -0.26
H 0.722 1.478 -1.469 -0.22 0.11 -0.32
H 4.370 2.042 -0.563 -0.05 -0.06 0.04
H 5.377 0.980 1.412 -0.10 -0.04 -0.03
H 4.012 -0.568 2.804 -0.05 0.05 -0.12
H 1.694 -1.057 2.187 0.02 0.01 -0.01
C -1.288 -1.704 1.111 0.01 -0.55 -1.01
C -1.766 -2.885 0.319 0.00 -0.08 0.41
C -3.033 -2.909 -0.263 -0.18 -0.12 -0.02
C -3.453 -3.958 -1.072 0.02 0.06 0.13
C -2.622 -5.048 -1.300 0.06 0.03 0.03
C -1.375 -5.072 -0.688 0.02 0.06 0.06
C -0.964 -4.009 0.111 0.11 -0.15 -0.06
H -0.561 -2.011 1.865 0.09 0.01 0.16
H -2.122 -1.185 1.569 -0.18 0.11 0.15
H -3.703 -2.085 -0.055 -0.06 0.12 -0.11
H -4.439 -3.927 -1.524 0.04 0.02 0.03
H -2.939 -5.867 -1.940 0.03 0.10 0.07
H -0.713 -5.921 -0.838 -0.02 0.11 0.01
H 0.014 -4.041 0.578 0.03 -0.03 -0.03

***

No. 4
10
Properties=species:S:1:pos:R:3:forces:R:3 method="wB97M-V/def2-TZVPD" orbital_gap_ev=10.8296 relative_energy_kj_mol=206.0 total_charge=0
F 1.661 -1.251 0.431 0.56 -0.15 -0.09
C 0.942 -0.506 -0.417 -4.53 -0.30 -2.06
C -0.762 -0.420 0.164 4.69 -0.50 0.32
N -0.856 0.965 0.343 1.40 0.69 -0.25
N 0.364 1.597 0.038 -1.27 1.04 0.67
N 1.264 0.878 -0.396 0.25 0.19 0.48
H 0.959 -0.875 -1.561 0.29 0.36 2.78
H -1.343 -0.753 -0.600 -1.83 -1.24 -2.01
H -0.720 -1.066 1.025 -0.43 -0.07 0.52
H -1.509 1.432 0.973 0.85 -0.02 -0.36

***

No. 5
66
Properties=species:S:1:pos:R:3:forces:R:3 method="wB97M-V/def2-TZVPD" orbital_gap_ev=5.3875 total_charge=+1
C 2.956 -2.978 -2.266 0.30 -1.12 0.17
C 2.470 -1.645 -2.573 -0.45 1.44 -0.79
C 2.504 -0.851 -3.688 -0.12 -0.29 0.48
C 1.860 0.380 -3.341 -0.40 0.22 1.17
C 1.473 0.265 -2.018 0.91 -0.54 -2.54
C 0.672 1.138 -1.150 -0.75 0.78 0.04
N 0.561 2.474 -1.717 -0.19 0.04 -0.33
C 1.647 3.417 -1.745 0.32 0.08 0.22
C -0.644 2.702 -2.329 -0.58 0.41 -0.12
O -1.025 3.735 -2.867 0.70 -1.27 0.54
C -1.447 1.397 -2.158 -0.12 0.34 -0.97
C -2.944 1.656 -1.956 0.53 0.14 0.00
C -3.781 0.411 -2.022 -0.18 -0.20 0.06
C -4.702 0.138 -1.005 0.04 -0.29 -0.13
C -5.563 -0.960 -1.103 0.02 -0.01 -0.14
C -5.514 -1.800 -2.222 0.25 0.23 0.13
C -4.557 -1.552 -3.213 0.14 0.19 0.01
C -3.692 -0.453 -3.119 -0.42 -0.31 0.23
N -0.741 0.778 -1.076 -0.29 -0.26 1.33
O 1.822 -0.978 -1.558 0.22 0.18 0.00
H 3.433 -3.392 -3.159 0.02 0.02 0.22
H 3.680 -2.982 -1.437 -0.13 0.02 -0.27
H 2.136 -3.654 -1.992 0.12 0.11 -0.02
H 2.907 -1.099 -4.666 0.00 -0.04 0.39
H 1.704 1.256 -3.976 0.08 -0.44 0.31
H 1.127 1.173 -0.153 -0.14 0.16 0.02
H 1.377 4.245 -2.404 -0.04 -0.12 0.17
H 1.846 3.793 -0.733 0.02 0.07 -0.22
H 2.556 2.941 -2.125 -0.06 0.06 0.02
H -1.323 0.800 -3.088 -0.01 0.44 0.10
H -3.107 2.153 -0.988 0.09 0.05 -0.34
H -3.227 2.336 -2.778 0.00 -0.08 0.42
H -4.721 0.793 -0.128 -0.14 -0.21 -0.31
H -6.283 -1.158 -0.306 0.15 0.08 -0.23
H -6.213 -2.637 -2.319 0.32 0.32 0.05
H -4.489 -2.210 -4.078 -0.05 0.13 0.17
H -2.956 -0.248 -3.903 -0.37 -0.16 0.18
H -0.976 -0.187 -0.888 0.33 0.32 -0.44
C 5.025 1.717 5.436 -0.18 -0.11 -0.01
O 5.067 0.686 4.427 -1.32 -0.14 -0.74
C 3.946 0.405 3.710 0.53 0.35 0.34
C 4.120 -0.484 2.619 -0.03 0.29 0.27
C 3.061 -0.755 1.786 0.05 -0.14 -0.28
C 1.740 -0.291 2.080 -0.19 0.57 -0.21
C 0.634 -0.782 1.320 0.94 -0.98 1.32
C -0.655 -1.105 1.814 -1.05 0.23 0.00
C -1.613 -1.592 0.875 0.09 0.04 0.15
C -2.922 -1.838 1.244 -0.16 -0.22 -0.10
C -3.302 -1.785 2.591 0.58 0.13 -0.17
C -2.362 -1.394 3.555 0.32 0.11 0.04
C -1.076 -1.004 3.177 -0.20 0.05 -0.21
C 1.604 0.652 3.140 0.20 -0.24 0.42
C 2.676 0.999 3.944 0.24 0.02 -0.14
H 6.064 1.845 5.748 -0.30 0.00 -0.04
H 4.628 2.658 5.028 0.20 -0.29 0.05
H 4.407 1.390 6.284 0.21 0.08 -0.19
H 5.124 -0.882 2.464 -0.37 0.09 -0.13
H 3.230 -1.359 0.888 -0.17 0.10 0.40
H 0.870 -1.197 0.341 0.02 0.16 0.06
H -1.315 -1.780 -0.161 -0.10 0.05 0.39
H -3.652 -2.090 0.476 0.22 -0.10 0.23
H -4.310 -2.072 2.888 0.26 0.14 -0.08
H -2.646 -1.403 4.610 0.16 0.14 -0.38
H -0.379 -0.619 3.920 -0.23 -0.39 -0.10
H 0.641 1.133 3.312 0.25 -0.10 -0.09
H 2.573 1.751 4.731 -0.09 -0.34 -0.36